(1)
2 unconnected molecules or ions with the total composition C6H14N3OS at a distorted geometry, computed with ωB97M-V/def2-TZVPD.

Results
**Calculated total energy**: -23791.84786 eV
**Total charge**: +1
**Spin multiplicity**: 1
**Frontier orbital gap**: 8.17 eV
**ΔE to the lowest compared entry with this formula, charge and spin**: 93.0 kcal/mol

The geometry in XYZ format:
```
25
Properties=species:S:1:pos:R:3:forces:R:3
S 0.4310 1.1911 0.0419 1.91 0.90 -3.06
O -0.5000 -2.3447 -0.7483 0.07 1.53 0.08
N -1.2489 3.3379 1.8165 0.68 -0.28 -0.20
N 0.9156 3.7834 2.1896 -0.09 0.94 0.14
N -1.2230 -0.2335 1.7107 0.72 0.18 -0.19
C -0.5194 0.3683 1.0252 -0.98 -0.71 0.27
C -0.8235 -3.5970 -1.2548 0.41 -0.46 -1.82
C 0.8697 -2.0271 -0.6983 0.54 -0.66 1.18
C 0.0138 2.9084 1.7670 0.04 -0.05 1.48
C 0.4248 0.2219 -1.6669 -1.01 2.14 1.39
C 1.2919 -0.9053 -1.7103 0.27 -4.22 1.19
H -0.6095 0.0224 -1.8365 -0.66 -0.53 -0.17
H 1.2147 -1.3612 -2.6936 0.09 -0.04 -0.35
H 1.4730 -2.9760 -0.8737 -0.46 1.26 0.15
H 0.1145 -4.0035 -1.7545 -1.45 -0.07 0.42
H -1.6592 -3.4948 -1.9989 0.82 -0.21 0.59
H -1.9782 2.7751 1.4858 -0.74 -1.12 -0.57
H -1.6206 4.2217 2.0622 0.26 1.38 0.49
H -1.1466 -4.2060 -0.4343 -0.13 -0.78 0.27
H 0.5648 4.7147 2.4272 0.56 -0.13 0.10
H 0.7152 0.9740 -2.3840 0.13 0.74 0.15
H 1.9233 3.6437 2.3348 -1.07 -0.33 -0.39
H 2.3342 -0.8225 -1.4797 0.72 0.97 -0.14
H -2.0026 -0.4420 2.2671 -0.89 -0.46 0.59
H 1.0447 -1.7490 0.4061 0.24 0.01 -1.60
```
Positions in Å, forces in eV/Å.

Table of natural (NBO) atomic charges, one value per atom, all in e: 0.4417, -0.5796, -0.7914, -0.7802, -0.4875, 0.3445, -0.2405, -0.0521, 0.1967, -0.4627, -0.4819, 0.2372, 0.2397, 0.1966, 0.1724, 0.1919, 0.3826, 0.3765, 0.1838, 0.3671, 0.2447, 0.4235, 0.2337, 0.4719, 0.1713



(2)
A molecular structure, C6H9N at a distorted geometry, computed with ωB97M-V/def2-TZVPD.

Results
**Calculated total energy**: -7853.01158 eV
**Spin multiplicity**: 1
**Frontier orbital gap (spin up / spin down)**: 9.30 / 9.30 eV
**ΔE to the lowest compared entry with this formula, charge and spin**: 118.7 kcal/mol

The geometry in XYZ format:
```
16
Properties=species:S:1:pos:R:3:forces:R:3
N 0.0411 -2.4382 -0.1648 0.57 -0.93 0.25
C 0.5426 0.1721 0.7882 -0.62 -2.34 -3.16
C -1.1266 -2.1042 -0.6373 -0.90 -0.26 0.37
C -0.8685 0.5828 1.1149 0.15 -0.18 0.04
C 1.3938 1.2563 0.1823 0.09 -0.01 0.28
C -0.7091 -1.0169 -1.6381 0.61 0.62 -0.62
C 0.3013 -1.1684 -0.5951 0.30 3.07 2.72
H 1.4116 2.1205 0.8529 0.08 0.04 -0.05
H -0.8870 1.1883 2.0210 -0.04 0.05 0.07
H 2.4178 0.9191 0.0260 0.00 0.04 -0.04
H -0.4731 -1.4973 -2.5796 -0.01 -0.07 0.03
H 0.9837 1.5847 -0.7718 -0.04 0.04 -0.05
H -1.5027 -0.2900 1.2799 -0.08 -0.03 0.04
H 1.0284 -0.3942 1.5743 0.02 -0.08 0.05
H -1.2580 -0.0883 -1.7586 -0.08 -0.03 0.09
H -1.2952 1.1737 0.3058 -0.05 0.08 -0.03
```
Positions in Å, forces in eV/Å.

Table of natural (NBO) atomic charges, one value per atom, all in e: -0.4214, -0.1452, 0.1460, -0.6513, -0.6338, -0.5292, 0.2396, 0.2118, 0.2238, 0.2196, 0.2566, 0.2071, 0.2293, 0.2126, 0.2317, 0.2026



(3)
A molecular structure, C2H8N4S2 at a distorted geometry, computed with ωB97M-V/def2-TZVPD.

Results
**Calculated total energy**: -29825.19910 eV
**Spin multiplicity**: 1
**Frontier orbital gap**: 5.76 eV
**ΔE to the lowest compared entry with this formula, charge and spin**: 176.4 kcal/mol

The geometry in XYZ format:
```
16
Properties=species:S:1:pos:R:3:forces:R:3
S 0.7254 0.0409 0.7830 6.57 -4.24 -2.91
S -0.4159 1.3055 1.5361 -4.74 3.60 5.43
N -0.2290 -1.4754 -1.1862 -2.33 -2.82 1.96
N -1.5665 -0.0022 1.5703 -0.66 0.16 3.86
N 0.7613 0.4733 -1.8388 2.37 1.64 -4.64
N 1.3558 1.7292 -1.5924 0.66 -0.65 0.65
C 0.4377 -0.3528 -0.8609 -0.41 1.27 2.96
C -1.4131 -0.6538 2.7032 0.51 2.00 -2.34
H -0.7084 -0.5172 3.5201 -0.08 0.90 -0.10
H 0.9099 2.0625 -0.6620 1.05 -0.44 -1.87
H -0.1859 1.1426 -0.0629 -0.51 -0.95 -2.57
H -1.8819 -1.5538 2.7370 -1.68 -2.67 0.08
H -0.5385 -2.0707 -0.3646 0.70 1.21 -1.63
H 2.4005 1.5696 -1.4558 -1.91 0.42 0.26
H -0.0986 -2.0152 -2.0147 0.40 0.24 -0.50
H 0.4473 0.3173 -2.8115 0.05 0.34 1.36
```
Positions in Å, forces in eV/Å.

Table of natural (NBO) atomic charges, one value per atom, all in e: 0.1524, 0.2580, -0.8423, -0.5375, -0.4882, -0.6383, 0.0503, -0.0963, 0.1736, 0.3351, -0.0606, 0.1591, 0.4016, 0.3548, 0.3951, 0.3833